Entry 1:
This record from the OMol25 dataset describes a cluster of 2 separate species, C2H7BrN2 in total at a distorted geometry. The level of theory is ωB97M-V/def2-TZVPD.

The net charge is 0. The value obtained for the relative energy (zero: lowest compared OMol25 entry of this formula, charge and spin) is 50.4 kJ/mol. The electronic energy comes out at -2763.831889 hartree. The highest occupied orbital energy is -8.08 eV. The calculation puts the orbital gap at 0.2285 hartree. For the maximum force, the calculation gives 0.114 hartree/bohr.

Each line ends with the Löwdin charge.
Geometry (Å):
C1 -0.75354 1.71411 0.03712  -0.035
C2 -0.04050 -1.81801 -0.05988  -0.107
N1 -0.11124 0.42145 -0.08909  -0.014
N2 -0.77449 -0.68160 -0.12223  0.071
Br1 3.22854 0.24662 0.35147  -0.410
H1 -0.23258 2.29709 0.71596  0.062
H2 -0.87537 2.35290 -0.84284  0.097
H3 -1.85435 1.66460 0.38720  0.127
H4 -0.57809 -2.64463 0.46131  0.130
H5 -0.05945 -2.28091 -0.98013  0.085
H6 1.01238 -1.64576 0.11446  0.037
H7 1.03869 0.37413 0.02666  -0.044

Entry 2:
This record from the OMol25 dataset describes a cluster of 2 separate species, C5H14NO in total at a distorted geometry. The level of theory is ωB97M-V/def2-TZVPD.

The net charge is +1. The value obtained for the relative energy (zero: lowest compared OMol25 entry of this formula, charge and spin) is 170.9 kJ/mol. The electronic energy comes out at -328.621143 hartree. The highest occupied orbital energy is -15.16 eV. The calculation puts the orbital gap at 0.3861 hartree. For the maximum force, the calculation gives 0.025 hartree/bohr.

Each line ends with the Löwdin charge.
Geometry (Å):
C1 2.16546 -0.17718 1.36874  -0.084
C2 1.76037 -0.98011 0.09896  -0.218
C3 1.21687 -0.01489 -0.94191  -0.200
C4 -0.11235 0.61120 -0.54536  -0.131
C5 -2.28853 0.13669 -1.54455  0.161
N1 -1.22772 -0.26301 -1.00168  0.053
H1 3.23865 -0.13487 1.52591  0.079
H2 1.81668 0.85742 1.37799  0.070
H3 1.67988 -0.64501 2.21721  0.073
H4 2.65919 -1.48958 -0.22903  0.112
H5 1.00480 -1.70429 0.37503  0.096
H6 1.93619 0.74624 -1.19538  0.120
H7 1.09086 -0.30962 -1.98503  0.119
H8 -0.29062 0.58177 0.52468  0.102
H9 -0.27058 1.60733 -0.92232  0.136
H10 -3.09422 -0.54627 -1.78741  0.128
H11 -2.47900 1.18975 -1.71366  0.130
H12 -1.10263 -1.24039 -0.74712  0.183
H13 -3.22653 0.19340 1.51709  0.040
H14 -2.17503 1.22472 1.99078  0.057
O1 -2.30175 0.35670 1.61706  -0.027

Entry 3:
This record from the OMol25 dataset describes the ion C11H18N3O with charge +1 at a distorted geometry. The level of theory is ωB97M-V/def2-TZVPD.

The net charge is +1. The value obtained for the relative energy (zero: lowest compared OMol25 entry of this formula, charge and spin) is 29.1 kJ/mol. The electronic energy comes out at -669.159854 hartree. The highest occupied orbital energy is -11.69 eV. The structure (SMILES) is CC(=O)N(C)CCCCc1ccc[nH+]n1. The calculation puts the orbital gap at 0.2444 hartree. For the maximum force, the calculation gives 0.066 hartree/bohr.

Each line ends with the Löwdin charge.
Geometry (Å):
C1 -2.16601 1.80600 0.91643  0.006
C2 -2.07357 0.35426 0.34017  -0.482
O1 -1.86070 0.24330 -0.84506  0.059
N1 -2.20573 -0.70272 1.27725  -0.138
C3 -2.77451 -1.93904 0.70649  -0.057
C4 -0.96205 -0.94746 2.03039  -0.153
C5 0.22299 -1.43906 1.09086  -0.159
C6 1.49356 -0.59826 1.44830  -0.204
C7 1.56231 0.77102 0.70850  -0.118
C8 1.73315 0.62756 -0.83462  -0.205
C9 1.25152 1.72072 -1.63126  0.083
C10 1.44189 1.62361 -3.04062  0.059
C11 2.10428 0.41486 -3.41376  0.000
N2 2.44568 -0.50129 -2.53256  0.051
N3 2.30738 -0.50107 -1.22040  0.187
H1 -2.82268 2.41568 0.25849  0.093
H2 -2.55143 1.79623 1.95281  0.085
H3 -1.17528 2.31549 0.89203  0.059
H4 -2.15857 -2.84534 0.90311  0.093
H5 -2.97214 -1.90063 -0.38098  0.091
H6 -3.76205 -2.10269 1.19873  0.097
H7 -0.64836 -0.06282 2.62610  0.122
H8 -1.17421 -1.79590 2.71863  0.129
H9 -0.02494 -1.32066 0.01709  0.099
H10 0.45689 -2.50463 1.30825  0.116
H11 2.43988 -1.14706 1.24306  0.108
H12 1.52539 -0.37414 2.54065  0.120
H13 2.49648 1.28152 1.05348  0.138
H14 0.72297 1.44375 0.96874  0.094
H15 0.77585 2.58836 -1.15661  0.140
H16 1.13007 2.38423 -3.76492  0.135
H17 2.33515 0.24560 -4.47827  0.157
H18 2.88681 -1.34942 -2.90050  0.195

Entry 4:
This record from the OMol25 dataset describes a cluster of 3 separate species, C5H15NO2 in total at a distorted geometry. The level of theory is ωB97M-V/def2-TZVPD.

The net charge is 0. The value obtained for the relative energy (zero: lowest compared OMol25 entry of this formula, charge and spin) is 292.2 kJ/mol. The electronic energy comes out at -404.643778 hartree. The highest occupied orbital energy is -8.68 eV. The structure (SMILES) is CN1CCCC1.O.O. The calculation puts the orbital gap at 0.3511 hartree. For the maximum force, the calculation gives 0.092 hartree/bohr.

Each line ends with the Löwdin charge.
Geometry (Å):
C1 -0.28469 1.81590 0.99173  -0.107
N1 0.81906 0.90833 0.42923  -0.170
C2 0.21464 0.12453 -0.65198  -0.233
C3 0.60147 -1.34085 -0.43122  -0.223
C4 0.74816 -1.48318 1.04424  -0.214
C5 1.02794 -0.02000 1.58316  -0.223
H1 -1.11621 1.29806 1.31097  0.044
H2 0.10977 2.44479 1.80212  0.081
H3 -0.57618 2.56179 0.19157  0.095
H4 -0.80760 0.45607 -0.81866  0.097
H5 0.65778 0.62950 -1.55947  0.122
H6 -0.21187 -1.98172 -0.89071  0.122
H7 1.55153 -1.61159 -0.93752  0.111
H8 1.68953 -2.24759 1.14439  0.139
H9 -0.15374 -2.05432 1.52934  0.125
H10 1.95075 0.02514 2.28296  0.120
H11 0.30794 0.05540 2.51174  0.114
O1 5.45882 0.07759 -2.87084  -0.102
H12 5.50313 0.99044 -3.30311  0.068
H13 4.98275 -0.32115 -3.62751  0.034
O2 -7.33010 -0.02296 -0.23817  -0.048
H14 -7.58764 -0.90306 0.09059  0.047
H15 -7.55522 0.59890 0.41715  0.001